Entry from the Open Molecules 2025 dataset: a cluster of 2 separate species, C8H17N2O5 in total in a non-equilibrium geometry (the ωB97M-V functional and the def2-TZVPD basis).

* HOMO-LUMO gap: 5.61 eV
* HOMO energy: -2.86 eV
* lowest unoccupied orbital energy: 2.7479 eV

```
! RIJCOSX wB97M-V def2-TZVPD def2/J DEFGRID3
* xyz -1 1
O -2.269 -1.347 -1.567
O -3.637 -1.009 -1.840
O 0.693 -0.013 2.011
O -1.324 2.892 -1.343
O -0.924 2.006 -3.386
N -0.944 0.613 -1.518
N 2.024 1.935 -1.792
C 1.565 0.749 -1.696
C 0.336 -0.197 3.305
C -0.722 -1.315 3.436
C -1.414 -0.485 -2.329
C 1.553 -0.598 4.169
C 2.278 -0.355 -2.435
C -1.055 1.839 -2.193
C 0.364 0.371 -0.851
H 0.411 -0.692 -0.641
H 1.468 2.559 -1.203
H -3.895 -1.710 -2.449
H -1.617 -1.054 2.867
H 2.313 0.186 4.132
H 1.995 -1.523 3.791
H -2.214 3.185 -1.555
H 2.390 -1.202 -1.762
H 1.281 -0.755 5.226
H -0.609 -1.131 -2.675
H 0.411 0.846 0.125
H 1.740 -0.645 -3.333
H -0.110 0.696 3.817
H 3.273 0.000 -2.685
H -1.025 -1.482 4.483
H -0.327 -2.256 3.043
H -2.006 -0.105 -3.151
*
```

Results of the natural (NBO) charge analysis, in e, for atoms 1 through 8:
1 O -0.28
2 O -0.46
3 O -0.98
4 O -0.72
5 O -0.59
6 N -0.49
7 N -0.63
8 C 0.31